# 1
{"formula": "C11H16InN2O4S3", "method": "ωB97M-V/def2-TZVPD", "charge": 3, "homo_lumo_gap_ev": 4.84, "spin_multiplicity": 1, "energy_ha": -2222.51526, "largest_force_ev_per_a": 5.02, "symbols": ["O", "S", "O", "C", "C", "O", "C", "C", "C", "S", "C", "S", "N", "C", "C", "N", "C", "C", "C", "O", "H", "H", "H", "H", "H", "H", "H", "H", "H", "H", "H", "H", "H", "H", "H", "H", "In"], "xyz": [[-2.8291, -3.5467, 1.6073], [-1.8111, -2.7774, 0.9853], [-0.4982, -3.0329, 1.5160], [-2.3211, -1.0388, 1.1117], [-1.3516, -0.1913, 0.1627], [-0.0440, -0.2596, 0.7410], [-1.9696, 1.2641, 0.0816], [-1.0280, 2.4436, 0.5409], [-0.2243, 3.1762, -0.6079], [1.6165, 2.9456, -0.4444], [2.1373, 1.3933, -1.0986], [1.9317, 1.0121, -2.7269], [2.8016, 0.4747, -0.1792], [3.0749, 0.7371, 1.1300], [3.7924, -0.4281, 1.6910], [3.8955, -1.3566, 0.7166], [3.3289, -0.8523, -0.3691], [-1.3596, -0.7792, -1.2907], [-1.0565, -2.3182, -1.3857], [-1.8691, -3.1472, -0.6380], [-2.2389, -0.7349, 2.1738], [-3.3402, -0.8885, 0.6899], [-0.1343, 0.0410, 1.6635], [-2.8970, 1.3199, 0.6945], [-2.3002, 1.4609, -0.9648], [-0.3097, 2.1829, 1.3444], [-1.7044, 3.2132, 0.9790], [-0.5357, 2.8906, -1.6325], [-0.4018, 4.2698, -0.5023], [2.7883, 1.6715, 1.6379], [4.1716, -0.4952, 2.7254], [3.2375, -1.2960, -1.3949], [-2.3005, -0.5436, -1.8326], [-0.5343, -0.2389, -1.8364], [0.0857, -2.5740, -1.1858], [-1.2261, -2.6084, -2.4531], [1.4234, -1.3887, -1.6499]]}

# 2
{"formula": "C11H16N2O3S", "method": "ωB97M-V/def2-TZVPD", "charge": 0, "homo_lumo_gap_ev": 9.10, "spin_multiplicity": 1, "energy_ha": -1162.21738, "largest_force_ev_per_a": 1.16, "smiles": "CCCC(=O)Nc1nc(CC(=O)OCC)cs1", "symbols": ["C", "C", "C", "C", "O", "N", "C", "N", "C", "C", "C", "O", "O", "C", "C", "C", "S", "H", "H", "H", "H", "H", "H", "H", "H", "H", "H", "H", "H", "H", "H", "H", "H"], "xyz": [[-4.8411, -1.4308, 0.4627], [-4.0574, -0.4551, -0.4043], [-3.3822, 0.6248, 0.4519], [-2.5656, 1.5408, -0.4171], [-2.9564, 2.6159, -0.8085], [-1.3178, 1.1153, -0.8257], [-0.5276, 0.0332, -0.5601], [0.6330, -0.0718, -1.1125], [1.2928, -1.1979, -0.7311], [2.6683, -1.4405, -1.2524], [3.6674, -0.4656, -0.6426], [4.6603, -0.0822, -1.1974], [3.3083, -0.1248, 0.5942], [4.1312, 0.8258, 1.2753], [3.7612, 2.2486, 0.8836], [0.6131, -1.9866, 0.1407], [-0.9253, -1.3018, 0.5128], [-4.1759, -1.9396, 1.1566], [-5.3297, -2.1783, -0.1571], [-5.6030, -0.9072, 1.0351], [-3.3039, -1.0022, -0.9743], [-4.7275, 0.0301, -1.1163], [-4.1507, 1.2305, 0.9347], [-2.7648, 0.1635, 1.2231], [-0.8587, 1.7738, -1.4503], [2.9926, -2.4535, -1.0075], [2.6985, -1.3091, -2.3348], [5.1801, 0.6243, 1.0345], [3.9503, 0.6472, 2.3372], [2.7057, 2.4278, 1.0741], [4.3528, 2.9527, 1.4614], [3.9594, 2.4046, -0.1739], [0.9124, -2.9116, 0.5879]]}

# 3
{"formula": "C11H16N2O3S2", "method": "ωB97M-V/def2-TZVPD", "charge": 0, "homo_lumo_gap_ev": 9.21, "spin_multiplicity": 1, "energy_ha": -1560.35623, "largest_force_ev_per_a": 1.47, "smiles": "CS(=O)(=O)N1CCN(C(=O)Cc2cccs2)CC1", "symbols": ["C", "S", "O", "O", "N", "C", "C", "N", "C", "O", "C", "C", "C", "C", "C", "S", "C", "C", "H", "H", "H", "H", "H", "H", "H", "H", "H", "H", "H", "H", "H", "H", "H", "H"], "xyz": [[0.9191, 1.8568, -3.8468], [0.8636, 0.5859, -2.5597], [1.8926, -0.3662, -2.8304], [-0.4974, 0.1466, -2.4429], [1.2998, 1.5246, -1.2239], [0.1990, 1.8669, -0.3491], [0.0889, 0.8497, 0.8088], [0.7082, -0.3907, 0.4180], [0.0855, -1.5260, 0.0029], [0.7164, -2.5061, -0.3275], [-1.4382, -1.5262, 0.0327], [-1.9718, -1.4483, 1.4218], [-1.5027, -2.0738, 2.5344], [-2.2621, -1.7945, 3.6944], [-3.3000, -0.9581, 3.4510], [-3.3771, -0.4935, 1.7945], [2.1422, -0.2751, 0.2369], [2.4607, 1.0364, -0.5095], [1.9282, 2.2430, -3.8811], [0.6524, 1.3943, -4.7884], [0.2103, 2.6306, -3.5859], [-0.7029, 1.8518, -0.9600], [0.3543, 2.8793, 0.0377], [0.6296, 1.2224, 1.6871], [-0.9499, 0.6995, 1.0900], [-1.8113, -0.7141, -0.5927], [-1.7452, -2.4695, -0.4291], [-0.6410, -2.7168, 2.5205], [-2.0410, -2.2029, 4.6642], [-4.0350, -0.5827, 4.1345], [2.6442, -0.2969, 1.2119], [2.4577, -1.1387, -0.3516], [3.2469, 0.8685, -1.2436], [2.7758, 1.8240, 0.1808]]}

# 4
{"formula": "C11H16N2O3S5SbTc", "method": "ωB97M-V/def2-TZVPD", "charge": -2, "homo_lumo_gap_ev": [6.19, 6.28], "spin_multiplicity": 3, "energy_ha": -3076.04632, "largest_force_ev_per_a": 1.22, "symbols": ["Tc", "S", "Sb", "S", "S", "S", "O", "N", "C", "C", "C", "C", "C", "S", "H", "H", "H", "H", "O", "C", "O", "C", "N", "C", "C", "C", "H", "H", "H", "H", "H", "H", "H", "H", "H", "C", "H", "H", "H"], "xyz": [[0.8763, 0.0673, 0.3196], [-1.4615, 4.0331, -2.3635], [-0.2730, 3.3753, -0.5369], [1.5793, 1.8522, -1.0302], [-1.0162, 1.3481, 0.6816], [0.3201, 5.0903, 0.8473], [0.0120, -1.5744, 1.3961], [-1.0122, -1.5437, 2.2341], [-0.8563, -0.8581, 3.3823], [-1.8232, -0.8017, 4.3483], [-3.0372, -1.4549, 4.1032], [-3.1952, -2.1538, 2.9377], [-2.1678, -2.2654, 1.9636], [-2.3070, -3.2428, 0.6109], [0.0954, -0.3562, 3.4784], [-1.6377, -0.2588, 5.2636], [-3.8375, -1.4162, 4.8328], [-4.1160, -2.6702, 2.7117], [3.1870, -1.3956, -0.7716], [3.0295, -0.3881, 0.1568], [2.5053, -0.7318, 1.2687], [4.1759, 0.6668, 0.1262], [5.2143, 0.2799, -0.8508], [6.4376, -0.1222, -0.1445], [6.0040, -0.3154, 1.3089], [4.8874, 0.7188, 1.4804], [3.7665, 1.6346, -0.1431], [5.3761, 1.0170, -1.5201], [3.8645, -1.0646, -1.3853], [7.2129, 0.6512, -0.2126], [6.8432, -1.0405, -0.5803], [6.8346, -0.1783, 2.0030], [5.5920, -1.3170, 1.4495], [5.2980, 1.7154, 1.6575], [4.2082, 0.4659, 2.2904], [-0.0066, -0.8808, -1.3849], [0.3849, -0.4848, -2.3208], [-1.0905, -0.8187, -1.3910], [0.2791, -1.9298, -1.2762]]}

# 5
{"formula": "C11H16NO", "method": "ωB97M-V/def2-TZVPD", "charge": 1, "homo_lumo_gap_ev": 8.98, "spin_multiplicity": 1, "energy_ha": -558.29939, "largest_force_ev_per_a": 4.38, "smiles": "CC/[NH+]=C1/C[C@H]1/C=C\\C=C=C(C)O", "symbols": ["C", "C", "N", "C", "C", "C", "C", "C", "C", "C", "C", "C", "O", "H", "H", "H", "H", "H", "H", "H", "H", "H", "H", "H", "H", "H", "H", "H", "H"], "xyz": [[2.6732, -0.6257, -0.0186], [1.8792, -1.3040, -1.1465], [0.4578, -1.5109, -0.5445], [-0.5903, -1.1572, -1.1523], [-2.0386, -1.0878, -1.1365], [-1.2049, -0.3286, -2.1806], [-0.9340, 1.0724, -2.2431], [-0.3649, 1.9883, -1.4432], [0.3132, 1.9448, -0.1322], [-0.1367, 1.2796, 0.8907], [-0.7128, 0.5122, 1.7442], [-1.7751, 1.0811, 2.7557], [-0.2696, -0.7284, 2.1581], [3.2387, 0.1344, -0.6186], [2.1528, -0.0259, 0.7840], [3.3279, -1.3336, 0.4883], [2.2842, -2.2987, -1.4356], [1.8201, -0.7986, -2.0754], [0.3779, -1.7044, 0.5688], [-2.6927, -0.7964, -0.4050], [-2.4447, -2.0200, -1.5975], [-1.2633, -0.8400, -3.1374], [-1.5101, 1.5303, -3.0266], [-0.2028, 2.9476, -2.0669], [1.1933, 2.6518, 0.1226], [-2.4117, 1.6868, 2.1172], [-1.2607, 1.5981, 3.4943], [-2.4007, 0.3678, 3.1447], [-0.5808, -0.7398, 3.1468]]}

# 6
{"formula": "C11H16NOP", "method": "ωB97M-V/def2-TZVPD", "charge": 0, "homo_lumo_gap_ev": [6.33, 5.83], "spin_multiplicity": 3, "energy_ha": -899.89119, "largest_force_ev_per_a": 5.58, "symbols": ["C", "C", "C", "C", "C", "C", "C", "C", "C", "C", "C", "N", "O", "P", "H", "H", "H", "H", "H", "H", "H", "H", "H", "H", "H", "H", "H", "H", "H", "H"], "xyz": [[4.2456, 0.8558, 0.2201], [3.2881, 1.0341, 1.2244], [4.0218, 0.0023, -0.8673], [2.0131, 0.5573, 0.9981], [2.7182, -0.3940, -1.2061], [1.7685, -0.1560, -0.1865], [-0.4415, -2.9538, 0.8673], [-3.4113, 1.5240, -1.0354], [-2.9961, -0.0376, 0.9253], [-0.9957, 0.7825, -0.3606], [-2.4650, 0.4337, -0.4709], [-0.2170, -1.7817, 1.2205], [-0.0449, -1.5362, -1.6402], [0.1383, -0.7249, -0.4265], [5.2887, 1.1001, 0.2100], [3.4347, 1.5986, 2.1127], [4.9512, -0.1757, -1.5042], [1.3910, 0.7124, 1.8379], [2.6099, -1.0023, -2.1355], [-0.8274, -3.5413, 1.7055], [-0.2635, -3.4996, -0.1752], [-2.9898, 2.5046, -0.9023], [-4.3746, 1.7011, -0.4853], [-3.6773, 1.3566, -2.1553], [-2.3971, -0.8488, 1.4199], [-2.9838, 0.8544, 1.5388], [-3.9032, -0.5403, 0.8936], [-0.6534, 1.3561, 0.4646], [-0.5231, 1.3135, -1.1236], [-2.7043, -0.4947, -0.9638]]}